C25H44N2O16P4S2 | ωB97M-V/def2-TZVPD

Results
HOMO-LUMO gap: 0.1961 Ha
SMILES string: S=C=Nc1cccc2c1Nc1ccccc1S2.COP(=O)(OC)OC.COP(=O)(OC)OC.COP(=O)(OC)OC.COP(=O)(OC)OC
Lowest unoccupied orbital energy: -2.81 eV
Electronic energy: -4453.072029 hartree
Molar mass: 816.655 g/mol

Last columns: bonded neighbours and bond lengths (Å).
Cartesian coordinates (Å):
1 S 6.88 -2.26 2.75  C2 1.706
2 C 5.50 -1.28 2.97  S1 1.706, N3 1.400
3 N 4.48 -0.53 3.55  C2 1.400, C4 1.513
4 C 4.41 0.83 2.88  N3 1.513, C5 1.653, C9 1.672
5 C 5.66 1.90 2.81  C4 1.653, C6 1.670, H18 1.188
6 C 5.50 3.38 2.05  C5 1.670, C7 1.669, H19 1.191
7 C 4.05 3.84 1.34  C6 1.669, C8 1.642, H20 1.178
8 C 2.82 2.75 1.45  C7 1.642, C9 1.673, S17 1.911
9 C 2.94 1.27 2.21  C4 1.672, C8 1.673, N10 1.513
10 N 1.77 0.31 2.31  C9 1.513, C11 1.520, H21 1.065
11 C 0.49 0.99 2.77  N10 1.520, C12 1.672, C16 1.673
12 C -0.45 0.36 3.99  C11 1.672, C13 1.666, H22 1.176
13 C -1.84 1.16 4.44  C12 1.666, C14 1.643, H23 1.193
14 C -2.39 2.53 3.72  C13 1.643, C15 1.665, H24 1.190
15 C -1.45 3.17 2.50  C14 1.665, C16 1.640, H25 1.192
16 C -0.06 2.42 2.08  C11 1.673, C15 1.640, S17 1.911
17 S 1.09 3.12 0.73  C8 1.911, C16 1.911
18 H 6.72 1.68 3.29  C5 1.188
19 H 6.38 4.18 1.99  C6 1.191
20 H 3.88 4.87 0.81  C7 1.178
21 H 1.64 -0.12 1.34  N10 1.065
22 H -0.07 -0.63 4.51  C12 1.176
23 H -2.49 0.71 5.33  C13 1.193
24 H -3.39 3.09 4.05  C14 1.190
25 H -1.76 4.16 1.92  C15 1.192
26 C 4.58 10.27 1.81  O27 1.413, H34 1.092, H35 1.092, H36 1.094
27 O 3.55 9.72 1.01  C26 1.413, P28 1.730
28 P 2.34 8.87 1.90  O27 1.730, O29 1.534, O30 1.644, O32 1.730
29 O 2.28 7.83 0.78  P28 1.534
30 O 1.24 10.04 1.55  P28 1.644, C31 1.410
31 C 1.37 11.29 2.20  O30 1.410, H37 1.092, H38 1.094, H39 1.093
32 O 1.12 8.02 2.79  P28 1.730, C33 1.417
33 C 1.38 6.64 3.03  O32 1.417, H40 1.093, H41 1.094, H42 1.093
34 H 5.54 9.92 1.43  C26 1.092
35 H 4.55 11.36 1.74  C26 1.092
36 H 4.49 9.96 2.86  C26 1.094
37 H 1.92 11.98 1.55  C31 1.092
38 H 1.90 11.19 3.15  C31 1.094
39 H 0.38 11.70 2.39  C31 1.093
40 H 2.44 6.47 3.23  C33 1.093
41 H 1.06 6.05 2.17  C33 1.094
42 H 0.80 6.33 3.90  C33 1.093
43 C -5.22 -0.70 -0.58  O44 1.413, H51 1.092, H52 1.092, H53 1.094
44 O -4.40 -1.62 0.11  C43 1.413, P45 1.730
45 P -2.99 -2.11 -0.76  O44 1.730, O46 1.534, O47 1.644, O49 1.730
46 O -3.19 -3.54 -0.24  P45 1.534
47 O -2.04 -1.32 0.32  P45 1.644, C48 1.410
48 C -2.03 0.09 0.28  O47 1.410, H54 1.092, H55 1.094, H56 1.093
49 O -1.57 -2.60 -1.63  P45 1.730, C50 1.417
50 C -1.73 -3.70 -2.50  O49 1.417, H57 1.093, H58 1.094, H59 1.093
51 H -6.24 -1.09 -0.62  C43 1.092
52 H -5.22 0.25 -0.03  C43 1.092
53 H -4.86 -0.52 -1.59  C43 1.094
54 H -2.74 0.48 1.03  C48 1.092
55 H -2.31 0.47 -0.71  C48 1.094
56 H -1.03 0.45 0.53  C48 1.093
57 H -2.71 -3.67 -3.00  C50 1.093
58 H -1.62 -4.64 -1.95  C50 1.094
59 H -0.95 -3.66 -3.26  C50 1.093
60 C -1.05 -7.17 1.10  O61 1.413, H68 1.092, H69 1.092, H70 1.094
61 O 0.35 -7.04 0.92  C60 1.413, P62 1.730
62 P 1.08 -5.80 1.88  O61 1.730, O63 1.534, O64 1.644, O66 1.730
63 O 1.98 -5.45 0.68  P62 1.534
64 O 1.86 -6.94 2.77  P62 1.644, C65 1.410
65 C 1.10 -7.71 3.67  O64 1.410, H71 1.092, H72 1.094, H73 1.093
66 O 1.82 -4.56 2.83  P62 1.730, C67 1.417
67 C 1.83 -3.26 2.26  O66 1.417, H74 1.093, H75 1.094, H76 1.093
68 H -1.54 -7.11 0.13  C60 1.092
69 H -1.26 -8.15 1.54  C60 1.092
70 H -1.44 -6.39 1.76  C60 1.094
71 H 0.82 -8.65 3.20  C65 1.092
72 H 0.20 -7.18 3.98  C65 1.094
73 H 1.71 -7.92 4.56  C65 1.093
74 H 0.90 -3.07 1.71  C67 1.093
75 H 2.69 -3.16 1.60  C67 1.094
76 H 1.92 -2.53 3.07  C67 1.093
77 C -1.02 -4.14 -8.74  O78 1.413, H85 1.092, H86 1.092, H87 1.094
78 O -1.68 -3.27 -7.84  C77 1.413, P79 1.730
79 P -3.35 -3.65 -7.56  O78 1.730, O80 1.534, O81 1.644, O83 1.730
80 O -3.67 -2.16 -7.56  P79 1.534
81 O -2.99 -4.09 -6.01  P79 1.644, C82 1.410
82 C -2.28 -5.29 -5.81  O81 1.410, H88 1.092, H89 1.094, H90 1.093
83 O -5.01 -4.04 -7.28  P79 1.730, C84 1.417
84 C -5.94 -3.48 -8.18  O83 1.417, H91 1.093, H92 1.094, H93 1.093
85 H -0.57 -3.54 -9.54  C77 1.092
86 H -0.24 -4.67 -8.20  C77 1.092
87 H -1.71 -4.86 -9.18  C77 1.094
88 H -1.22 -5.07 -5.70  C82 1.092
89 H -2.44 -5.98 -6.64  C82 1.094
90 H -2.64 -5.75 -4.88  C82 1.093
91 H -5.53 -3.47 -9.20  C84 1.093
92 H -6.20 -2.47 -7.87  C84 1.094
93 H -6.85 -4.09 -8.18  C84 1.093

=====

C3H16O5 | ωB97M-V/def2-TZVPD

Results
HOMO-LUMO gap: 0.3744 Ha
SMILES string: CCO.CO.O.O.O
Lowest unoccupied orbital energy: 0.36 eV
Electronic energy: -500.060060 hartree
Molar mass: 132.156 g/mol
ΔE to the lowest compared entry with this formula, charge and spin: 27.3 kcal per mole

Last columns: bonded neighbours and bond lengths (Å).
Cartesian coordinates (Å):
1 C -16.13 7.43 -24.91  C2 1.540, H4 1.089, H5 1.090, H6 1.091
2 C -14.65 7.49 -24.52  C1 1.540, O3 1.436, H7 1.091, H8 1.086
3 O -13.93 6.68 -25.46  C2 1.436, H9 0.961
4 H -16.45 6.39 -24.95  C1 1.089
5 H -16.27 7.89 -25.89  C1 1.090
6 H -16.78 7.98 -24.23  C1 1.091
7 H -14.53 7.08 -23.52  C2 1.091
8 H -14.30 8.52 -24.53  C2 1.086
9 H -14.31 5.80 -25.49  O3 0.961
10 C -11.99 8.72 -21.70  O11 1.439, H12 1.095, H13 1.089, H14 1.088
11 O -10.67 8.51 -21.15  C10 1.439, H15 0.959
12 H -12.60 8.73 -20.80  C10 1.095
13 H -12.00 9.73 -22.13  C10 1.089
14 H -12.34 7.96 -22.39  C10 1.088
15 H -10.70 8.31 -20.22  O11 0.959
16 O -11.21 6.45 -25.30  H17 0.970, H18 0.981
17 H -10.77 7.11 -24.73  O16 0.970
18 H -12.15 6.73 -25.35  O16 0.981
19 O -9.52 8.37 -23.83  H20 0.971, H21 0.961
20 H -9.90 8.13 -22.97  O19 0.971
21 H -8.57 8.43 -23.67  O19 0.961
22 O -10.65 7.44 -18.43  H23 0.962, H24 0.965
23 H -10.79 7.25 -17.50  O22 0.962
24 H -10.17 6.68 -18.77  O22 0.965